# 1
ORCA calculation (wB97M-V/def2-TZVPD) on a cluster of 2 separate species, C2H5NO2 in total.

CARTESIAN COORDINATES (ANGSTROEM)
C 1.10115 -0.23055 -1.70625
N 1.45208 -0.60886 -0.55207
H 0.16040 -0.60630 -2.10990
H 1.52243 0.61929 -2.24952
H 2.25148 -0.07207 -0.23656
O -2.01850 0.67542 0.13421
C -1.43501 0.08390 0.97891
O -1.54392 0.37696 2.30347
H -0.81270 -0.79694 0.77424
H -0.67740 0.55914 2.66347

Cartesian forces (eV/Å) of the 6 atoms listed first:
-0.949 0.657 0.391
-0.028 -0.080 -0.219
0.250 -0.354 -0.184
0.350 -0.214 -0.037
0.371 0.017 0.070
-0.371 0.209 -0.231

Output
Total charge: 0
Frontier orbital gap (eV): 11.22
E_HOMO (eV): -10.464
Calculated total energy (Ha): -284.39961

Here are the natural (NBO) charges for atoms 1 to 5, given in e: -0.031 -0.613 0.166 0.150 0.330


# 2
ORCA calculation (wB97M-V/def2-TZVPD) on the molecule C2H5NO2.

CARTESIAN COORDINATES (ANGSTROEM)
N -1.32628 0.57591 -0.09697
C -0.17465 0.29304 -0.76801
O 0.05813 0.66002 -1.90674
C 0.84498 -0.54062 0.00516
O 0.59988 -0.63931 1.39505
H -2.05544 1.04861 -0.61221
H -1.54873 0.10671 0.77197
H 0.82170 -1.55981 -0.39840
H 1.83380 -0.12338 -0.22608
H 0.94689 0.15840 1.81362

Cartesian forces (eV/Å) of the 6 atoms listed first:
0.015 -0.051 -0.092
-0.110 -0.004 -0.132
-0.114 -0.097 0.440
0.157 -0.051 -0.265
0.064 0.213 0.084
0.122 -0.128 0.122

Output
Total charge: 0
Frontier orbital gap (eV): 10.44
E_HOMO (eV): -9.752
Calculated total energy (Ha): -284.45597

Here are the natural (NBO) charges for atoms 1 to 5, given in e: -0.829 0.637 -0.614 -0.170 -0.717


# 3
ORCA calculation (wB97M-V/def2-TZVPD) on the molecule C2H5NO2.

CARTESIAN COORDINATES (ANGSTROEM)
C -0.02117 -0.14390 -0.28399
C 0.41733 1.13941 0.30231
N 0.72890 -0.65305 -1.19908
O -1.51002 -1.89787 -0.57924
O -1.27264 -0.72679 0.19698
H -0.37988 1.95939 0.32823
H 0.96618 0.98712 1.21269
H 1.11205 1.36545 -0.46644
H 0.24381 -1.30693 -1.78648
H -2.11857 -2.35385 0.07010

Cartesian forces (eV/Å) of the 6 atoms listed first:
-0.444 -2.520 -1.325
-1.499 0.845 0.118
-1.711 1.533 1.011
-1.139 -0.775 1.144
2.203 1.693 -0.829
1.037 -1.374 0.305

Output
Total charge: 0
Frontier orbital gap (eV): 10.67
E_HOMO (eV): -9.901
Calculated total energy (Ha): -284.31528

Here are the natural (NBO) charges for atoms 1 to 5, given in e: 0.548 -0.700 -0.702 -0.447 -0.276


# 4
ORCA calculation (wB97M-V/def2-TZVPD) on the molecule C2H5NO2.

CARTESIAN COORDINATES (ANGSTROEM)
C -1.08991 -0.38697 0.57882
C 0.62390 1.00849 -0.60615
H -0.71796 -0.73362 1.59329
H -1.65209 -1.14080 0.08708
H -1.66243 0.54371 0.71393
H 1.80895 -0.84160 -0.39815
H -0.05375 1.90392 -0.52050
N 0.05220 -0.13890 -0.27455
O 0.87759 -1.27466 -0.21278
O 1.81349 1.06043 -0.96099

Cartesian forces (eV/Å) of the 6 atoms listed first:
0.839 0.962 1.142
1.301 1.049 -0.197
-0.501 0.318 -1.200
-0.840 -0.681 -0.032
0.118 -0.399 -0.207
-2.035 -0.927 0.247

Output
Total charge: 0
Frontier orbital gap (eV): 10.29
E_HOMO (eV): -9.459
Calculated total energy (Ha): -284.37967

Here are the natural (NBO) charges for atoms 1 to 5, given in e: -0.415 0.477 0.213 0.214 0.213


# 5
ORCA calculation (wB97M-V/def2-TZVPD) on the molecule C2H5NO2.

CARTESIAN COORDINATES (ANGSTROEM)
O 0.37539 0.84727 -1.40270
C -0.11293 0.47833 -0.35614
O -0.39928 1.30469 0.64470
C -0.37988 -1.00369 -0.11290
N 0.47152 -1.45649 1.00793
H -0.14962 2.18629 0.44853
H -1.42911 -1.15236 0.13291
H -0.11217 -1.53310 -1.02287
H 1.43119 -1.15934 0.85337
H 0.49692 -2.46697 0.97766

Cartesian forces (eV/Å) of the 6 atoms listed first:
-0.239 0.175 0.532
0.565 -0.342 -1.459
-0.805 -1.791 1.092
0.672 0.419 0.699
-0.230 0.040 -0.054
0.523 1.447 -0.699

Output
Total charge: 0
Frontier orbital gap (eV): 10.65
E_HOMO (eV): -9.876
Calculated total energy (Ha): -284.44841

Here are the natural (NBO) charges for atoms 1 to 5, given in e: -0.595 0.776 -0.666 -0.319 -0.815


# 6
ORCA calculation (wB97M-V/def2-TZVPD) on the molecule C2H5NO2.

CARTESIAN COORDINATES (ANGSTROEM)
C 0.33994 0.73163 0.33245
C -0.48834 -1.48154 -0.19759
N 0.31874 2.18303 0.30001
O 1.39290 1.41679 -0.20319
O -0.49823 -0.06599 -0.44034
H 0.58617 0.37157 1.41119
H -1.42729 -1.93040 -0.43545
H -0.06532 -1.85269 0.77993
H 0.05642 -2.00182 -1.07709
H -0.21499 2.62942 -0.46992

Cartesian forces (eV/Å) of the 6 atoms listed first:
-0.365 -0.085 2.148
2.066 -1.221 -1.702
-1.932 0.590 0.977
1.833 -0.984 -1.678
0.468 0.449 0.902
-0.783 0.089 -1.985

Output
Total charge: 0
Frontier orbital gap (eV): 10.41
E_HOMO (eV): -9.449
Calculated total energy (Ha): -284.30774

Here are the natural (NBO) charges for atoms 1 to 5, given in e: 0.469 -0.270 -0.356 -0.383 -0.523


# 7
ORCA calculation (wB97M-V/def2-TZVPD) on a cluster of 2 separate species, C2H5NO2 in total.

CARTESIAN COORDINATES (ANGSTROEM)
O 1.22960 4.03594 0.53191
C 0.75536 4.72375 -0.31888
H -0.35462 4.42514 -0.40851
H 1.31487 5.33589 -0.89622
C -0.71685 -3.48112 0.64909
N -0.15793 -2.68416 -0.27551
O -0.25135 -3.61440 1.76009
H -1.74530 -3.97452 0.36354
H -0.63754 -2.64893 -1.17614
H 0.56376 -2.11760 -0.22938

Cartesian forces (eV/Å) of the 6 atoms listed first:
1.726 -0.240 1.122
-4.181 -3.886 2.085
0.896 1.617 -1.047
1.558 2.509 -2.163
-0.812 -0.267 1.404
-5.336 -3.065 -2.989

Output
Total charge: 0
Frontier orbital gap (eV): 10.82
E_HOMO (eV): -9.988
Calculated total energy (Ha): -284.38467

Here are the natural (NBO) charges for atoms 1 to 5, given in e: -0.494 0.255 0.114 0.125 0.520


# 8
ORCA calculation (wB97M-V/def2-TZVPD) on a structure of composition C2H5NO2.

CARTESIAN COORDINATES (ANGSTROEM)
C 1.33252 -0.20455 -0.06727
C -0.00737 0.31242 -0.15154
H 1.39231 -0.58356 1.19617
H 2.24458 0.80449 -0.24515
H 1.63604 -1.25382 -0.91058
H -1.05169 -1.33009 0.45347
H -1.95574 1.06498 0.14444
N -1.14362 -0.56325 -0.24382
O -0.10775 1.54603 -0.10818
O -2.33928 0.20735 -0.06754

Cartesian forces (eV/Å) of the 6 atoms listed first:
5.293 -2.509 0.821
-1.432 1.985 -0.465
0.316 0.887 -3.952
-3.226 -3.567 0.612
-1.076 3.425 2.997
-0.492 0.744 -0.610

Output
Total charge: 0
Frontier orbital gap (eV): 10.57
E_HOMO (eV): -10.032
Calculated total energy (Ha): -284.29940

Here are the natural (NBO) charges for atoms 1 to 5, given in e: -0.720 0.561 0.252 0.287 0.256


# 9
ORCA calculation (wB97M-V/def2-TZVPD) on the molecule C2H5NO2.

CARTESIAN COORDINATES (ANGSTROEM)
C 0.41163 0.03496 -1.39462
C -0.10579 0.34629 1.46612
N -0.49588 -0.72267 -0.87211
O -0.84860 -0.41426 0.51779
O -0.92001 -1.77829 -1.37347
H 0.88778 -0.23196 -2.43078
H 0.65162 1.10058 -1.07036
H -0.54905 0.09316 2.51083
H -0.12358 1.43661 1.22733
H 1.09189 0.13560 1.41928

Cartesian forces (eV/Å) of the 6 atoms listed first:
1.575 2.045 -2.311
2.950 0.296 -0.138
2.098 -0.301 -0.031
-1.792 -1.299 -0.255
-0.275 1.356 1.687
-1.448 0.158 2.252

Output
Total charge: 0
Frontier orbital gap (eV): 10.07
E_HOMO (eV): -9.339
Calculated total energy (Ha): -284.25394

Here are the natural (NBO) charges for atoms 1 to 5, given in e: -0.272 -0.278 0.361 -0.416 -0.423


# 10
ORCA calculation (wB97M-V/def2-TZVPD) on a cluster of 2 separate species, C2H5NO2P in total.

CARTESIAN COORDINATES (ANGSTROEM)
C 0.06739 0.47980 -1.02344
C -0.19002 -0.84043 -0.88593
N -0.67573 0.34359 3.65057
O -0.03713 -0.24048 4.56543
O -1.51278 1.21540 3.98770
P -0.44145 0.08701 1.96351
H 0.93586 0.76107 -0.47602
H -0.71476 1.27470 -1.22807
H -1.04438 -1.42802 -1.09572
H 0.65678 -1.48585 -0.70243
H 0.53364 -0.90676 1.98836

Cartesian forces (eV/Å) of the 6 atoms listed first:
-2.228 -0.865 0.704
1.396 0.992 -1.201
0.417 0.124 2.451
-0.202 -0.022 -0.766
0.138 -0.321 -0.603
-1.034 0.809 -1.072

Output
Total charge: -1
Frontier orbital gap (eV): 7.06
E_HOMO (eV): -2.879
Calculated total energy (Ha): -625.67652

Here are the natural (NBO) charges for atoms 1 to 5, given in e: -0.408 -0.377 0.237 -0.532 -0.525


Relative energy (zero: lowest compared OMol25 entry of this formula, charge and spin) (computed, kJ/mol): 177.9, 29.9, 399.3, 230.3, 49.8, 419.1, 217.1, 441.0, 560.3, 578.1
LUMO energy (computed, hartree): 0.0279, 0.0252, 0.0281, 0.0303, 0.0285, 0.0354, 0.0305, 0.0196, 0.0268, 0.1536